{
  "formula": "C23H12ClCoN6O4S",
  "method": "wB97M-V/def2-TZVPD",
  "total_charge": 2,
  "homo_ev": [-15.46, -15.46],
  "homo_lumo_gap_ev": [6.31, 6.22],
  "species": ["Co", "S", "N", "C", "C", "C", "C", "C", "N", "C", "C", "N", "C", "C", "C", "C", "C", "N", "H", "H", "H", "H", "H", "H", "O", "C", "O", "C", "C", "Cl", "N", "N", "C", "C", "O", "O", "C", "C", "C", "C", "C", "C", "H", "H", "H", "H", "H", "H"],
  "positions_angstrom": [[0.190, 0.500, -0.994], [5.447, 0.354, 4.035], [5.561, 0.470, 2.437], [4.330, 0.439, 1.959], [3.963, 0.526, 0.561], [4.838, 0.690, -0.523], [4.319, 0.785, -1.797], [2.941, 0.714, -1.994], [2.111, 0.538, -0.970], [2.607, 0.457, 0.281], [1.607, 0.337, 1.306], [0.325, 0.321, 0.865], [-0.675, 0.273, 1.749], [-0.425, 0.207, 3.112], [0.877, 0.207, 3.576], [1.928, 0.276, 2.656], [3.340, 0.317, 2.975], [3.852, 0.259, 4.193], [5.905, 0.751, -0.347], [4.964, 0.924, -2.653], [2.505, 0.802, -2.981], [-1.684, 0.274, 1.361], [-1.261, 0.162, 3.795], [1.094, 0.165, 4.636], [-4.142, 4.019, -1.452], [-4.591, 2.781, -1.335], [-5.744, 2.497, -1.245], [-3.542, 1.682, -1.275], [-3.819, 0.305, -1.135], [-5.333, -0.397, -1.037], [-2.644, -0.381, -1.110], [-1.646, 0.505, -1.247], [-2.163, 1.732, -1.327], [-1.095, 2.779, -1.395], [-1.301, 3.948, -1.512], [0.139, 2.241, -1.325], [-2.278, -1.770, -1.024], [-0.934, -2.113, -1.200], [-0.512, -3.425, -1.112], [-1.435, -4.429, -0.850], [-2.767, -4.096, -0.690], [-3.198, -2.777, -0.777], [-3.173, 4.108, -1.505], [-0.152, -1.397, -1.488], [0.531, -3.665, -1.270], [-1.114, -5.459, -0.785], [-3.500, -4.867, -0.496], [-4.244, -2.566, -0.646]],
  "forces_ev_per_angstrom": [[0.360, -0.445, -0.092], [0.027, -0.002, 0.031], [0.049, 0.005, -0.025], [-0.093, -0.014, 0.126], [-0.047, 0.002, -0.082], [-0.008, 0.006, 0.018], [0.025, 0.004, -0.022], [-0.018, -0.039, 0.028], [0.004, -0.034, -0.079], [0.071, 0.011, -0.047], [-0.059, 0.013, 0.078], [-0.025, 0.265, 0.057], [-0.032, -0.074, -0.168], [0.042, -0.022, 0.088], [-0.028, 0.002, 0.000], [-0.076, -0.012, -0.066], [0.122, 0.009, -0.096], [-0.018, -0.002, 0.052], [-0.003, -0.005, 0.006], [0.000, 0.001, 0.005], [0.002, 0.010, 0.003], [0.010, 0.031, 0.009], [0.001, 0.001, -0.003], [0.005, 0.001, -0.005], [-0.105, 0.034, -0.035], [0.450, -0.213, 0.172], [-0.176, 0.044, -0.054], [-0.169, 0.019, -0.022], [-0.025, 0.187, -0.068], [0.000, -0.073, -0.040], [-0.090, -0.054, -0.002], [-0.141, 0.422, 0.083], [0.208, -0.135, 0.023], [-0.290, -0.028, -0.007], [0.066, 0.045, -0.025], [-0.112, 0.080, 0.220], [0.007, -0.108, -0.079], [0.076, 0.093, 0.089], [-0.002, -0.042, 0.039], [0.023, 0.002, -0.023], [-0.002, -0.005, -0.001], [-0.018, 0.013, 0.089], [0.033, 0.004, -0.033], [-0.041, -0.038, -0.172], [-0.001, -0.002, 0.015], [-0.003, 0.003, -0.005], [0.003, 0.003, 0.000], [0.000, 0.037, 0.015]],
  "mulliken_charge": [-0.71, 0.27, -0.63, 0.74, -0.10, -0.39, -0.84, -0.08, 0.00, 0.38, 0.27, 0.43, -0.02, -0.91, -0.51, 0.05, 0.79, -0.63, 0.59, 0.45, 0.51, 0.38, 0.48, 0.60, -0.49, 0.46, -0.49, 0.08, 0.82, -0.09, 0.56, -0.72, -0.16, 1.15, -0.62, -0.41, 0.98, 0.17, -0.97, -0.61, -0.83, -0.71, 0.37, 0.68, 0.45, 0.44, 0.43, 0.35]
}

{
  "formula": "N2",
  "method": "wB97M-V/def2-TZVPD",
  "de_lowest_kj_mol": 81.4,
  "homo_ev": -14.61,
  "homo_lumo_gap_ev": 15.34,
  "species": ["N", "N"],
  "positions_angstrom": [[-0.032, 0.250, 0.548], [0.032, -0.250, -0.548]],
  "forces_ev_per_angstrom": [[0.659, -5.198, -11.415], [-0.659, 5.198, 11.415]],
  "mulliken_charge": [0.00, 0.00]
}

{
  "formula": "C19H22IrN8O6S2",
  "method": "wB97M-V/def2-TZVPD",
  "total_charge": 1,
  "de_lowest_kj_mol": 248.5,
  "homo_ev": -11.26,
  "homo_lumo_gap_ev": 8.43,
  "species": ["Ir", "O", "C", "O", "C", "C", "N", "N", "C", "C", "O", "O", "H", "H", "H", "N", "C", "N", "C", "C", "S", "C", "C", "S", "C", "N", "N", "H", "H", "H", "H", "H", "H", "C", "C", "O", "O", "H", "H", "H", "N", "C", "N", "C", "C", "C", "C", "C", "H", "H", "H", "H", "H", "H", "H", "H", "H", "H"],
  "positions_angstrom": [[0.057, -0.727, 0.711], [2.082, 1.988, 5.612], [2.910, 1.011, 5.265], [3.882, 0.724, 5.908], [2.573, 0.243, 4.029], [3.303, -0.840, 3.570], [2.716, -1.286, 2.456], [1.636, -0.552, 2.154], [1.539, 0.376, 3.097], [0.343, 1.254, 2.951], [0.097, 2.137, 3.762], [-0.399, 0.910, 1.959], [1.342, 2.114, 4.969], [4.195, -1.288, 3.974], [2.922, -2.063, 1.831], [-0.921, -1.156, 4.352], [-1.267, -2.035, 3.397], [-1.013, -1.961, 2.098], [-1.573, -3.080, 1.452], [-2.208, -3.962, 2.242], [-2.147, -3.439, 3.874], [-1.385, -3.186, 0.008], [-1.842, -4.126, -0.841], [-1.388, -3.730, -2.454], [-0.594, -2.311, -1.896], [-0.667, -2.151, -0.586], [0.000, -1.457, -2.757], [-0.667, -0.214, 4.120], [-1.274, -1.291, 5.283], [-2.692, -4.881, 1.963], [-2.428, -5.000, -0.623], [0.155, -1.783, -3.696], [0.698, -0.840, -2.351], [3.500, -1.280, -1.722], [2.446, -1.479, -0.673], [2.454, -2.417, 0.120], [1.524, -0.525, -0.680], [4.080, -2.190, -1.843], [4.158, -0.470, -1.404], [3.062, -0.977, -2.673], [-0.969, 0.492, -0.553], [-1.372, 1.257, -1.316], [-1.804, 2.142, -2.160], [-1.604, 3.584, -1.920], [-0.849, 4.188, -3.093], [-1.561, 3.875, -4.408], [-1.725, 2.367, -4.591], [-2.474, 1.761, -3.414], [-1.085, 3.704, -0.972], [-2.596, 4.035, -1.823], [0.163, 3.773, -3.113], [-0.755, 5.264, -2.942], [-1.009, 4.298, -5.247], [-2.548, 4.348, -4.408], [-0.740, 1.897, -4.664], [-2.264, 2.140, -5.511], [-2.521, 0.674, -3.459], [-3.497, 2.144, -3.368]],
  "forces_ev_per_angstrom": [[-0.775, 1.640, 0.519], [-0.029, -0.017, -0.079], [-0.029, 0.050, 0.040], [0.012, -0.040, -0.016], [0.020, 0.054, -0.034], [0.041, -0.005, -0.038], [-0.204, -0.013, 0.193], [0.315, -1.272, 0.302], [-0.167, 0.154, -0.290], [0.376, 0.029, -0.014], [-0.059, -0.069, 0.019], [0.415, 0.057, 0.035], [0.035, 0.024, 0.033], [0.010, 0.004, 0.008], [0.087, 0.048, -0.022], [0.172, 0.148, -0.026], [-0.065, 0.174, -0.118], [-0.897, -0.167, 0.099], [0.212, -0.003, -0.195], [0.070, 0.053, -0.029], [-0.042, -0.095, 0.032], [-0.030, 0.156, 0.267], [-0.013, 0.110, 0.039], [-0.075, -0.065, -0.023], [0.084, 0.063, 0.097], [0.620, -1.123, -0.135], [0.007, 0.002, -0.023], [-0.155, 0.020, -0.025], [0.008, -0.016, 0.004], [0.018, -0.024, -0.002], [-0.014, -0.010, -0.003], [0.016, 0.024, -0.002], [-0.083, 0.076, 0.028], [0.068, -0.061, -0.053], [-0.447, 0.226, 0.364], [0.128, 0.229, -0.588], [0.770, 0.202, -0.268], [0.014, 0.004, -0.011], [0.005, -0.010, 0.018], [0.006, -0.010, -0.001], [-0.503, -0.618, -0.203], [0.113, 0.014, 0.062], [-0.030, 0.049, 0.072], [-0.055, -0.037, -0.011], [0.022, -0.013, 0.031], [-0.017, 0.002, 0.008], [0.016, -0.037, 0.000], [-0.026, 0.017, 0.061], [0.036, 0.007, -0.023], [0.020, 0.039, 0.006], [0.012, 0.021, 0.002], [-0.027, 0.005, -0.014], [0.008, -0.007, 0.000], [-0.002, 0.016, -0.011], [-0.004, -0.010, -0.015], [-0.012, 0.018, 0.002], [0.028, 0.003, -0.032], [-0.007, -0.016, -0.035]],
  "mulliken_charge": [1.95, -0.53, 0.32, -0.57, 0.21, -0.33, -0.23, -0.15, -0.01, 0.82, -0.79, -0.69, 0.41, 0.58, 0.21, -0.25, 0.49, -0.21, 0.02, -0.54, -0.21, -0.35, -0.44, -0.19, 0.31, 0.32, -0.25, 0.22, 0.24, 0.43, 0.46, 0.27, 0.17, -1.28, 1.06, -0.78, -0.78, 0.37, 0.29, 0.32, -0.81, 0.81, -0.04, -0.81, -0.51, -0.67, -0.50, -0.70, 0.45, 0.33, 0.28, 0.35, 0.32, 0.32, 0.27, 0.34, 0.41, 0.29]
}

Number 1: molar mass 562.84 g mol⁻¹, calculated total energy -102145.9904 eV. Number 2: molar mass 28.01 g mol⁻¹, calculated total energy -2980.2347 eV. Number 3: molar mass 714.79 g mol⁻¹, calculated total energy -68771.7320 eV.